ORCA calculation (the ωB97M-V functional and the def2-TZVPD basis) on C26H25IrN5O2S as an isolated structure.

ORCA input file:
```
! RIJCOSX wB97M-V def2-TZVPD def2/J DEFGRID3
* xyz 3 1
N -5.91 0.22 0.33
N -0.40 1.82 -0.11
H -1.32 0.37 -1.79
H -5.19 -2.46 -1.12
C -1.83 0.17 2.83
C 1.24 -1.66 -4.89
C -1.30 0.48 1.58
C -1.39 3.51 -3.24
C -0.62 3.04 -0.88
O 1.81 -3.04 1.02
H -1.29 4.64 0.52
C -0.49 -1.84 2.82
C 1.18 -1.93 0.86
H 3.60 -1.19 -0.75
H -0.12 -2.73 3.32
C 2.83 -3.12 -0.06
C -1.23 1.23 -2.52
C -1.69 0.79 -3.77
H 2.05 -3.63 -5.08
H 1.74 0.37 -2.28
S -3.36 -0.32 -0.43
C -1.09 2.60 -2.24
H -1.26 4.57 -3.06
H -7.97 0.34 -0.12
H -5.64 1.10 0.72
C 2.37 -2.86 -3.11
C 1.89 -2.79 -4.42
N 1.61 -1.14 -0.07
C 0.02 -1.45 1.60
C -1.85 3.08 -4.48
O -2.03 2.77 1.04
C -1.68 3.77 0.00
C -7.27 -0.33 0.37
N -5.67 -1.71 -0.65
C -2.01 1.73 -4.74
N -0.45 -0.34 0.98
H -2.51 0.86 3.32
H -2.40 1.40 -5.69
H -7.66 -1.67 -1.34
H 0.92 -1.61 -5.92
C 2.69 -1.78 -0.83
C 1.48 -0.64 -2.71
Ir 0.30 0.11 -0.85
H -2.59 4.00 -0.53
C -1.46 -1.02 3.42
H 0.63 0.34 -4.43
H 0.30 3.62 -0.95
C -7.11 -1.66 -0.40
H -1.86 -1.30 4.39
H 3.80 -3.24 0.43
H -1.84 -0.26 -3.94
H 2.58 -4.00 -0.64
H -7.60 -0.48 1.40
H 2.90 -3.74 -2.79
C 1.05 -0.58 -4.05
H -2.08 3.81 -5.24
C -5.04 -0.61 -0.24
H -7.42 -2.52 0.20
C 2.19 -1.79 -2.25
C -1.30 1.73 0.83
*
```

Summary:
Energy above the lowest of the compared OMol25 structures with the same formula, charge and spin, eV: 0.000
DFT total energy, hartree: -1931.5498